ORCA calculation (wB97M-V/def2-TZVPD) on a cluster of 11 separate species, C66H165N11O22 in total at a distorted geometry.

## Properties
Strongest force on any atom (eV Å⁻¹): 2.62
SMILES: COCCNCCOC.COCCNCCOC.COCCNCCOC.COCCNCCOC.COCCNCCOC.COCCNCCOC.COCCNCCOC.COCCNCCOC.COCCNCCOC.COCCNCCOC.COCCNCCOC
Multiplicity: 1
Lowest unoccupied orbital energy (eV): 0.490
Total charge: 0
HOMO-LUMO gap (eV): 8.7

Geometry as XYZ:
```
264
Properties=species:S:1:pos:R:3:forces:R:3
C 6.7372 9.0188 3.4220 -1.11 -1.36 0.33
O 5.5354 8.5020 2.8189 -0.42 0.11 0.50
C 4.4675 8.3058 3.7660 -0.05 -0.44 -0.16
C 4.6274 7.0554 4.6803 1.23 1.95 -0.79
N 4.8551 5.9049 3.8479 -0.71 -0.02 0.19
C 5.2709 4.7499 4.5959 0.54 -0.48 -0.85
C 5.8181 3.7153 3.6233 0.65 -0.55 1.54
O 6.9332 4.2238 2.9023 -0.33 -0.21 -0.75
C 7.4099 3.2050 2.0027 -0.23 0.33 0.82
H 7.4958 8.9988 2.6439 0.00 0.40 0.14
H 7.0014 8.3118 4.2122 0.54 0.06 0.03
H 6.5631 9.9707 3.9258 0.11 0.32 -0.42
H 3.5367 8.1231 3.2281 0.25 0.16 -0.56
H 4.2997 9.2338 4.3167 0.20 -0.04 0.39
H 3.7571 7.0548 5.3369 -0.03 -0.55 -0.02
H 5.5423 7.2254 5.2595 -0.18 0.03 0.74
H 5.6086 6.1485 3.2162 -0.05 0.00 -0.23
H 4.4527 4.3020 5.1628 -0.16 0.03 -0.08
H 6.0817 4.9353 5.3096 0.07 0.39 0.20
H 5.0239 3.2439 3.0404 0.10 0.31 -0.60
H 6.2289 2.9414 4.2809 -0.18 -0.49 -0.06
H 6.5824 2.9417 1.3427 0.20 -0.22 -0.27
H 7.7375 2.3412 2.5860 -0.21 -0.26 -0.03
H 8.2920 3.5296 1.4533 -0.25 0.47 -0.04
C 1.1089 7.1698 0.1202 0.18 1.07 0.27
O 1.2458 5.9226 0.7301 -0.60 -0.17 1.18
C 1.6276 6.0564 2.1321 0.95 -1.25 -0.96
C 1.5554 4.6384 2.8071 0.27 2.34 -0.16
N 0.2068 4.5007 3.3340 -0.64 -1.55 -0.20
C -0.0476 3.1465 3.8649 1.41 0.06 -0.48
C -0.4689 2.1908 2.7612 -1.62 -0.18 0.74
O -0.6358 0.8989 3.3501 0.32 0.31 0.03
C -1.3001 -0.0117 2.4903 0.39 0.32 0.47
H 2.0648 7.6925 0.0101 0.34 -0.25 -0.26
H 0.5390 7.8795 0.7282 -0.44 -0.19 0.14
H 0.6160 7.1064 -0.8480 0.10 -0.29 0.05
H 1.0311 6.7803 2.6910 -0.45 -0.01 -0.23
H 2.6424 6.4551 2.0803 0.23 -0.21 0.46
H 2.2926 4.5465 3.6111 0.26 0.30 0.10
H 1.9054 3.9298 2.0563 -0.82 -0.30 -0.12
H 0.0352 5.1582 4.0808 0.26 0.22 -0.13
H -0.7468 3.1596 4.6995 -0.31 0.01 -0.30
H 0.8863 2.7381 4.2683 0.16 -0.06 0.32
H 0.1555 2.1748 1.8654 0.43 -0.01 0.15
H -1.4571 2.5461 2.4512 -0.13 -0.02 -0.36
H -0.6390 -0.2407 1.6547 -0.38 -0.09 -0.28
H -2.2601 0.4142 2.1899 -0.02 -0.06 -0.41
H -1.5041 -0.9239 3.0507 0.13 0.01 0.06
C 6.2160 -0.9677 -3.8992 0.09 0.20 -0.13
O 6.7602 -1.3759 -2.6895 0.87 0.19 1.18
C 5.9856 -2.3152 -1.9639 -0.02 0.42 -0.40
C 6.5790 -2.5972 -0.5877 0.15 0.14 0.04
N 6.2522 -1.5931 0.4265 -0.49 0.09 0.25
C 6.7745 -0.2723 0.1871 0.42 0.52 -0.73
C 8.3192 -0.1894 0.2635 -1.68 0.15 0.31
O 8.6454 -0.2565 1.6601 1.29 0.35 -0.31
C 10.0628 -0.4485 1.8223 0.18 -0.70 0.49
H 6.1922 -1.8278 -4.5736 -0.28 0.17 -0.39
H 6.8564 -0.1732 -4.2825 0.14 -0.23 -0.20
H 5.2354 -0.5027 -3.7788 -0.25 -0.27 0.00
H 5.9206 -3.2171 -2.5799 0.01 -0.35 0.20
H 4.9737 -1.9106 -1.8820 -0.16 -0.10 0.25
H 7.6630 -2.7261 -0.6512 0.14 -0.12 -0.41
H 6.1920 -3.5685 -0.2764 -0.15 0.07 0.23
H 6.6684 -1.8167 1.3218 -0.24 -1.05 -0.02
H 6.3691 0.4315 0.9176 0.02 -0.14 0.29
H 6.3932 0.0965 -0.7661 0.36 -0.01 -0.16
H 8.5920 0.7772 -0.1650 0.55 -0.05 0.01
H 8.7644 -1.0376 -0.2565 0.21 0.19 -0.18
H 10.4663 -0.0429 2.7514 -0.52 0.79 -0.07
H 10.6418 -0.0954 0.9697 -0.12 0.25 0.02
H 10.3100 -1.5040 1.9631 -0.27 -0.29 -0.54
C -8.6213 3.7486 1.2948 -0.09 0.88 0.66
O -7.5725 2.9766 1.8679 -1.09 -0.40 -1.25
C -7.3887 1.8577 1.0043 1.06 -0.83 0.64
C -6.2959 0.9232 1.5905 -0.91 1.01 -0.39
N -6.8402 -0.2740 2.2189 0.08 0.02 0.27
C -5.8215 -1.1746 2.7517 0.20 0.11 0.25
C -6.3502 -2.5577 3.0610 -0.37 0.03 -0.64
O -6.4332 -3.2715 1.8244 0.21 -1.14 0.14
C -6.4430 -4.6859 2.0303 0.26 -0.32 -0.38
H -8.8113 4.5917 1.9596 -0.03 -0.11 0.13
H -9.5552 3.1985 1.1623 0.03 -0.31 0.20
H -8.3933 4.1970 0.3243 0.48 -0.25 -0.17
H -7.0611 2.2098 0.0228 -0.02 0.15 -0.12
H -8.2854 1.2501 0.8550 -0.41 0.27 0.15
H -5.8029 1.5786 2.3101 0.34 -0.40 0.23
H -5.6228 0.7706 0.7406 0.43 -0.64 0.16
H -7.3783 -0.8014 1.5442 0.00 0.11 -0.34
H -5.4209 -0.7879 3.6913 0.09 0.32 -0.07
H -5.0047 -1.2806 2.0310 0.33 -0.10 0.07
H -7.3468 -2.4655 3.5007 -0.07 -0.04 0.15
H -5.7330 -3.1420 3.7452 0.28 0.32 0.11
H -6.2114 -5.2493 1.1249 -0.27 0.63 -0.52
H -7.4027 -5.0704 2.3797 -0.09 0.21 0.25
H -5.6348 -5.0363 2.6774 -0.07 0.42 0.56
C 4.3120 -2.0193 5.2581 -0.06 -0.24 -0.42
O 5.3609 -1.0959 5.1304 0.05 0.33 -0.35
C 6.1890 -1.2924 3.9715 0.57 -0.25 1.84
C 7.2593 -2.3947 4.2510 -0.50 0.67 -1.61
N 7.8432 -2.7386 2.9553 0.02 -0.31 -0.42
C 8.7878 -3.8210 2.9897 -0.29 -1.34 -0.56
C 9.0011 -4.5337 1.6553 -0.04 0.17 -0.38
O 9.7214 -3.6820 0.8049 0.52 0.01 -0.18
C 10.1973 -4.2374 -0.4130 0.17 1.45 0.21
H 3.6709 -2.0427 4.3715 0.04 0.07 -0.26
H 3.6605 -1.7370 6.0841 0.31 0.05 0.20
H 4.7021 -3.0306 5.3975 -0.11 -0.14 0.21
H 6.7219 -0.3455 3.8840 -0.12 0.05 -0.44
H 5.5943 -1.5080 3.0834 -0.02 -0.10 -0.03
H 6.7683 -3.2962 4.6169 0.15 0.06 0.35
H 8.0343 -2.0102 4.9174 -0.26 -0.10 0.53
H 8.2958 -1.9450 2.5110 -0.32 0.15 0.26
H 8.3829 -4.6492 3.5770 0.03 0.29 0.63
H 9.7721 -3.5272 3.3660 0.13 -0.13 0.24
H 8.0754 -4.8228 1.1474 -0.42 0.16 0.30
H 9.5330 -5.4778 1.8094 0.34 0.01 0.20
H 10.8150 -3.4206 -0.7905 0.08 -0.16 -0.34
H 9.3862 -4.3725 -1.1308 -0.05 -0.49 0.03
H 10.8621 -5.0948 -0.3007 -0.36 -0.32 0.20
C 2.1634 -4.7982 4.4319 0.42 0.77 0.60
O 1.6730 -4.1956 3.2505 0.27 -0.42 0.48
C 1.2166 -5.0922 2.2583 -0.07 0.45 0.44
C 0.1640 -4.3349 1.4589 0.79 -1.42 -0.03
N -0.5679 -5.2785 0.6263 -0.72 0.78 -0.11
C -1.3906 -4.6138 -0.3617 -1.50 -0.63 -0.32
C -2.5164 -5.5920 -0.8346 1.00 0.80 0.03
O -3.0695 -5.1792 -2.0663 0.14 -0.28 -0.58
C -3.6991 -6.2337 -2.7642 -1.71 -0.07 0.04
H 3.0427 -5.4443 4.3610 0.14 0.01 -0.77
H 1.4528 -5.3802 5.0238 -0.57 0.11 -0.34
H 2.4755 -3.9422 5.0310 -0.06 -0.18 0.22
H 0.7881 -5.9692 2.7492 -0.15 -0.17 -0.19
H 2.0677 -5.3843 1.6377 -0.04 -0.24 -0.17
H 0.7039 -3.5769 0.8862 -0.16 0.14 -0.03
H -0.4961 -3.8502 2.1781 -0.17 0.08 -0.18
H -0.0845 -6.0878 0.2656 0.45 0.26 0.04
H -0.9200 -4.1793 -1.2480 0.47 -0.12 0.01
H -1.8976 -3.7862 0.1370 0.14 0.13 0.02
H -3.2655 -5.5416 -0.0422 -0.20 -0.72 -0.04
H -2.0877 -6.5792 -1.0219 -0.03 -0.25 0.62
H -4.5244 -6.6761 -2.1958 -0.14 0.26 0.47
H -3.1754 -7.1423 -3.0730 1.17 0.46 0.09
H -4.2002 -5.8188 -3.6380 0.37 0.14 -0.12
C -7.1690 -1.1142 -1.6297 0.34 -0.11 1.11
O -7.8156 -1.5936 -0.4374 -0.08 0.33 -1.09
C -9.2030 -1.7426 -0.6261 -0.70 0.16 1.51
C -9.8756 -1.8585 0.7592 -0.36 -0.61 -1.15
N -9.4009 -2.9926 1.5217 -0.08 0.30 -0.51
C -9.9033 -3.0041 2.8760 0.00 -0.40 0.82
C -11.3464 -3.5038 3.0251 0.06 -0.94 -0.23
O -11.5795 -4.0428 4.3434 0.40 0.97 -1.04
C -12.9370 -4.3657 4.5383 0.49 -0.14 0.01
H -6.1095 -1.2683 -1.4263 0.07 0.08 -0.30
H -7.3597 -0.0468 -1.7568 -0.08 0.07 -0.10
H -7.4548 -1.6476 -2.5368 -0.16 -0.16 0.12
H -9.4221 -2.6092 -1.2528 0.00 -0.09 -0.04
H -9.6890 -0.8528 -1.0373 0.35 0.16 -0.53
H -10.9349 -2.0112 0.5348 -0.17 0.07 0.07
H -9.8157 -0.8956 1.2776 0.29 0.13 0.21
H -8.3845 -2.9676 1.4902 -0.06 -0.22 0.25
H -9.7624 -2.0364 3.3676 -0.14 0.17 0.15
H -9.3141 -3.7337 3.4350 0.06 0.03 0.10
H -11.4632 -4.3284 2.3153 0.05 -0.14 -0.17
H -12.1242 -2.7935 2.7348 0.06 0.43 0.35
H -13.5818 -3.4942 4.4032 -0.05 0.15 0.38
H -12.9381 -4.7766 5.5466 -0.61 0.09 -0.03
H -13.2937 -5.1086 3.8194 0.12 -0.26 -0.02
C -5.2108 -3.1822 -4.2213 -0.56 0.68 0.06
O -4.4059 -2.0511 -4.4457 0.22 0.82 0.33
C -3.0558 -2.3872 -4.7170 -0.03 -0.97 -0.41
C -2.1500 -1.1964 -5.0230 -1.29 -0.21 0.68
N -2.8202 -0.2783 -5.9605 1.39 -0.93 0.42
C -2.1017 0.9919 -6.0164 -1.88 1.15 -0.38
C -2.4087 1.9470 -4.8345 1.79 -1.91 -0.08
O -3.7490 2.3374 -4.8724 -0.13 0.43 -0.01
C -4.0969 2.9354 -3.6380 0.57 0.40 0.46
H -5.2755 -3.8007 -5.1195 0.23 -0.30 0.05
H -6.2127 -2.7967 -4.0285 -0.03 -0.04 -0.08
H -4.9200 -3.7345 -3.3257 0.31 -0.20 -0.12
H -3.1121 -3.0943 -5.5513 0.40 0.02 -0.32
H -2.6621 -2.9549 -3.8681 0.20 0.00 0.15
H -1.1703 -1.5777 -5.3139 -0.08 0.12 -0.59
H -1.9500 -0.7383 -4.0503 -0.02 0.35 0.03
H -3.7641 -0.2102 -5.6025 -0.13 0.58 -0.22
H -2.4930 1.5769 -6.8539 0.03 -0.26 -0.40
H -1.0523 0.8208 -6.2522 0.10 0.01 0.53
H -1.6268 2.7124 -4.8126 -0.52 0.83 -0.25
H -2.1609 1.3710 -3.9352 -0.49 0.01 0.47
H -3.9824 2.2057 -2.8342 -0.17 -0.07 0.08
H -5.0787 3.4054 -3.5909 -0.24 -0.50 -0.63
H -3.4116 3.7511 -3.4006 0.20 -0.03 -0.08
C -0.1557 -5.9397 -3.5505 -0.10 -0.03 -0.73
O 0.7126 -5.0397 -4.1955 0.84 0.30 0.73
C 0.6059 -3.7000 -3.7249 0.23 0.50 -1.02
C 1.7071 -2.8280 -4.3999 -1.14 -1.23 0.06
N 1.3882 -1.4256 -4.1803 0.43 -0.45 -0.73
C 2.3558 -0.5276 -4.8516 -1.17 0.21 1.17
C 2.6346 -0.8057 -6.3034 0.84 0.78 -0.25
O 3.2641 0.3775 -6.8126 -0.50 -0.18 -0.58
C 3.5745 0.2153 -8.1999 0.60 0.25 0.95
H 0.0515 -6.9211 -3.9774 0.03 -0.04 0.10
H -1.1862 -5.6787 -3.8022 -0.19 -0.01 0.31
H -0.0203 -5.9819 -2.4678 0.04 0.13 0.10
H 0.6323 -3.5431 -2.6449 0.21 -0.58 0.17
H -0.3615 -3.3284 -4.0733 -0.11 0.27 0.07
H 1.6467 -3.1186 -5.4505 0.05 0.37 -0.18
H 2.7072 -3.1266 -4.0694 0.14 -0.02 0.27
H 1.5229 -1.3083 -3.1820 -0.26 0.22 0.11
H 3.2448 -0.5040 -4.2196 0.51 0.09 -0.54
H 1.8980 0.4616 -4.7933 0.20 0.17 -0.10
H 1.7447 -0.9638 -6.9161 -0.27 -0.41 0.32
H 3.3519 -1.6215 -6.4262 -0.21 -0.36 -0.08
H 2.7380 -0.0748 -8.8382 -0.27 -0.06 0.24
H 4.3589 -0.5434 -8.2473 0.08 -0.06 -0.47
H 3.9580 1.1763 -8.5390 0.06 -0.09 -0.06
C -3.2837 2.6301 -0.0918 0.43 -0.88 1.56
O -2.8075 3.5597 -0.9799 -0.74 1.10 -0.81
C -1.6215 4.2475 -0.6415 0.80 -0.82 -0.25
C -1.1972 5.0299 -1.8912 -1.42 0.19 0.53
N -2.2153 6.0695 -2.2407 1.81 -0.19 -0.61
C -1.8304 6.7451 -3.5086 -0.92 0.53 0.09
C -2.9678 7.7032 -3.8718 0.18 -0.23 0.26
O -4.0049 6.9238 -4.4334 0.36 -0.33 -0.51
C -5.2050 7.6293 -4.6367 0.36 0.06 1.06
H -3.6322 3.0183 0.8716 -0.25 0.57 -0.08
H -2.4811 1.9557 0.2316 0.15 -0.38 -0.28
H -4.0963 2.0324 -0.5043 0.06 0.21 -0.36
H -0.8865 3.4628 -0.4282 0.46 0.03 -0.15
H -1.6437 4.8073 0.2965 -0.56 0.46 -0.16
H -1.1330 4.3023 -2.7042 0.30 -0.13 -0.11
H -0.2259 5.4927 -1.7283 -0.05 0.00 -0.04
H -3.1057 5.6098 -2.3826 -0.07 -0.07 -0.03
H -1.6723 6.1189 -4.3920 -0.13 -0.61 0.13
H -0.8897 7.2910 -3.4222 -0.04 0.11 0.54
H -2.6892 8.5061 -4.5591 0.24 -0.05 -0.18
H -3.2893 8.1708 -2.9365 -0.23 0.12 0.07
H -5.0651 8.5710 -5.1729 0.06 -0.08 -0.33
H -5.5388 7.8889 -3.6275 -0.69 0.15 -0.10
H -5.9047 6.9641 -5.1381 0.00 0.14 0.00
C 2.9885 0.7699 2.4396 0.02 0.09 0.12
O 2.6015 0.3454 1.1350 0.06 0.03 1.19
C 2.7349 -1.0721 1.0370 0.07 0.68 -0.86
C 2.6742 -1.4003 -0.4572 0.66 -1.53 1.34
N 1.3575 -1.6922 -0.9751 -1.06 2.19 -0.41
C 0.4998 -0.4591 -1.0488 -1.32 -1.13 -0.27
C -0.9232 -0.8624 -1.5990 1.48 0.56 0.44
O -1.7787 -1.2654 -0.5323 0.66 0.59 -0.53
C -3.1400 -1.2657 -0.8730 -0.67 -1.17 0.35
H 2.6942 1.8009 2.6365 -0.04 0.07 -0.45
H 4.0714 0.6904 2.5655 0.16 -0.02 -0.07
H 2.5316 0.1906 3.2457 -0.21 -0.29 -0.15
H 1.9397 -1.5800 1.5909 -0.17 -0.02 0.08
H 3.6927 -1.4043 1.4439 0.16 0.13 0.01
H 3.2397 -2.3302 -0.5636 0.17 -0.04 -0.10
H 3.2521 -0.6422 -0.9861 -0.47 0.17 -0.30
H 0.8536 -2.2692 -0.3129 0.24 -0.32 -0.04
H 0.9690 0.3108 -1.6621 0.05 -0.25 -0.35
H 0.3047 0.0417 -0.0988 0.31 -0.17 0.26
H -0.8011 -1.6930 -2.2960 -0.10 0.06 -0.20
H -1.2915 0.0205 -2.1255 -0.45 -0.04 0.01
H -3.4074 -1.6661 -1.8554 0.58 0.18 -0.40
H -3.6483 -0.3065 -0.7547 0.23 0.18 0.13
H -3.5664 -2.0189 -0.2063 -0.41 0.35 0.28
```
Positions in Å, forces in eV/Å.

These are the Löwdin partial charges, in e, on atoms 1 to 4: C -0.083; O -0.206; C -0.201; C -0.213